1.
61
Properties=species:S:1:pos:R:3 method="wB97M-V/def2-TZVPD" homo_ev=-7.50 mol_weight_g_mol=707.22 e_tot_ha=-4170.6168
Y 0.19846 -0.37336 -1.36959
C 2.92682 -2.53250 -0.83513
C 1.68892 -3.38844 -0.82717
C 1.78011 -4.73406 -0.41192
C 0.66115 -5.50359 -0.39515
C -0.57292 -4.97300 -0.82891
C -1.74670 -5.75687 -0.84888
C -2.90229 -5.20888 -1.31622
C -2.91870 -3.88605 -1.80510
C -1.79928 -3.08227 -1.81089
S -1.86939 -1.49431 -2.56739
C -0.59942 -3.62637 -1.25529
N 0.54114 -2.84765 -1.20249
H 3.81277 -3.13921 -0.65734
H 2.88805 -1.74911 -0.07832
H 3.04722 -2.02699 -1.79189
H 2.74086 -5.12840 -0.10800
H 0.70239 -6.53731 -0.06492
H -1.70559 -6.78261 -0.49843
H -3.81320 -5.79594 -1.33909
H -3.83227 -3.47878 -2.22504
Cl 2.19334 6.22142 -1.24847
C 2.23561 4.49533 -1.17236
C 3.30502 3.84437 -0.56915
Cl 4.61435 4.75352 0.09648
C 3.30730 2.44409 -0.49561
Cl 4.63032 1.57912 0.21957
C 2.23805 1.70082 -0.97420
O 2.15743 0.37654 -0.87798
C 1.15792 2.36304 -1.60398
O 0.16741 1.58891 -2.06757
C 1.17797 3.74493 -1.70674
Cl -0.15431 4.52783 -2.48763
C -0.71383 -0.72984 2.65215
P 0.39596 0.04415 1.41100
C 1.97901 -0.07604 2.29957
C -0.03770 1.82547 1.49931
C 0.74435 2.73891 2.20309
C 0.41098 4.08554 2.21853
C -0.71912 4.53105 1.54609
C -1.50747 3.62722 0.84914
C -1.16973 2.27704 0.80099
P -2.07155 1.05766 -0.22885
C -2.82887 2.03662 -1.57410
C -3.57965 0.71080 0.75932
H -0.70181 -0.17464 3.59201
H -0.36753 -1.75024 2.83163
H -1.73038 -0.78547 2.27745
H 1.86562 0.22181 3.34325
H 2.74307 0.52722 1.81052
H 2.30351 -1.11799 2.26635
H 1.64392 2.41336 2.71355
H 1.04501 4.78949 2.74256
H -0.97329 5.58431 1.54909
H -2.36546 3.98829 0.29211
H -2.10552 2.74284 -1.96667
H -3.72449 2.55310 -1.22846
H -3.10701 1.35064 -2.37438
H -4.02492 1.65607 1.06690
H -3.37494 0.11211 1.64310
H -4.28668 0.16626 0.12953


2.
102
Properties=species:S:1:pos:R:3 method="wB97M-V/def2-TZVPD" homo_ev=-10.07 mol_weight_g_mol=1498.20 e_tot_ha=-6756.7300
Hg -4.12934 1.64353 -0.70999
C -0.79758 0.82178 1.48631
F -0.23638 -0.08664 2.24622
F -1.78382 1.43630 2.13632
F 0.10058 1.69312 1.10967
S -1.59737 -0.01700 -0.00829
O -0.74018 -0.97355 -0.61640
O -2.84942 -0.54158 0.48550
N -2.00339 1.30742 -0.92715
S -0.84374 1.65622 -2.03832
O -1.05578 2.91544 -2.65887
O 0.47297 1.46795 -1.50502
C -1.05085 0.36670 -3.41024
F -0.06026 -0.51316 -3.32142
F -2.19179 -0.30594 -3.22584
F -1.01661 0.95554 -4.57314
C -4.60108 1.72309 -5.42295
F -3.49728 2.44455 -5.44579
F -5.38171 1.95639 -6.45292
F -4.29454 0.42955 -5.39755
S -5.57018 2.06751 -3.84406
O -6.05014 3.40640 -3.88347
O -6.53059 1.01257 -3.77951
O -4.52019 1.89931 -2.76007
C -0.21668 -5.09790 -0.26119
C 0.23693 -4.62609 -1.61789
C -0.90682 -4.24668 -2.56208
F -0.44051 -3.85330 -3.74365
F -1.76077 -5.30961 -2.65716
F 0.96515 -3.48165 -1.45366
F 1.03425 -5.53726 -2.20495
O -1.30894 -4.29541 0.20559
C -2.18952 -4.93062 1.03782
C -3.20464 -3.88086 1.45510
F -4.05099 -4.46698 2.36056
F -2.65454 -2.77787 1.97060
F -2.80160 -5.93095 0.38089
F -1.50356 -5.48074 2.06091
H 0.60085 -4.96156 0.45264
H -0.50093 -6.14592 -0.18404
H -1.52625 -3.47569 -2.09685
H -3.89743 -3.58572 0.66416
C 4.37611 -0.81956 -7.37725
C 3.45184 -0.28207 -6.29821
C 2.87672 -1.39741 -5.43796
F 2.15782 -2.23947 -6.25210
F 3.85812 -2.11933 -4.86920
F 4.04314 0.63788 -5.51207
F 2.39673 0.37911 -6.86343
O 5.15180 0.19582 -7.98737
C 6.45677 0.22104 -7.66167
C 7.15701 1.23696 -8.54865
F 6.55440 2.44477 -8.57079
F 8.46108 1.34306 -8.26139
F 6.64934 0.54926 -6.36182
F 7.00536 -0.99813 -7.85030
H 3.74849 -1.17806 -8.19223
H 4.93021 -1.67007 -6.98535
H 2.14375 -1.07452 -4.69671
H 7.08026 0.89243 -9.58636
C 0.70871 0.31018 7.72101
C 1.78997 -0.18584 6.78086
C 1.47724 0.20789 5.34057
F 2.31368 -0.36531 4.44566
F 0.20222 -0.08068 5.01404
F 2.98870 0.28946 7.14878
F 1.77323 -1.54064 6.89368
O 0.38504 1.66398 7.48594
C -0.65665 2.18960 8.16874
C -0.77410 3.64829 7.74239
F -1.97913 4.17918 8.01735
F 0.21126 4.38752 8.29942
F -1.81433 1.56556 7.81708
F -0.49760 2.00718 9.49237
H 1.04659 0.10280 8.74225
H -0.18763 -0.31006 7.64200
H 1.63716 1.28969 5.26414
H -0.61241 3.72798 6.66383
O -4.87472 6.89839 3.02206
C -4.57643 5.86121 3.51671
O -3.98919 4.85655 2.79441
C -3.63926 3.75661 3.64245
C -3.42886 4.39570 5.02588
C -4.50385 5.48288 4.98099
H -2.70225 3.31301 3.31757
H -4.46678 3.04724 3.64671
H -2.41698 4.76983 5.13249
H -3.73556 3.73398 5.83567
H -4.18657 6.34566 5.56880
H -5.48735 5.23066 5.37801
O 5.01622 -3.30517 -0.14919
C 4.22082 -2.45671 0.11372
O 3.85848 -1.50231 -0.77130
C 2.60704 -0.90236 -0.43728
C 2.14430 -1.63482 0.84449
C 3.33765 -2.41475 1.37470
H 1.83142 -1.03059 -1.18973
H 2.76543 0.16398 -0.28035
H 1.24703 -2.24132 0.73981
H 1.79857 -0.86951 1.53861
H 3.15871 -3.47586 1.51864
H 3.86593 -1.91146 2.17903


3.
62
Properties=species:S:1:pos:R:3 method="wB97M-V/def2-TZVPD" relative_energy_kj_mol=48.3 charge=+1 homo_ev="-9.90 / -10.69" mol_weight_g_mol=605.50 e_tot_ha=-1856.2192 multiplicity=2
Tc 0.04460 0.35346 -0.12107
O -0.94016 -1.27429 1.11068
C -1.36750 -2.48915 0.50422
C -1.13092 -2.35912 -0.97744
C -1.54422 -3.35152 -1.84552
C -1.34664 -3.18466 -3.20503
C -0.74768 -2.01848 -3.65423
C -0.36307 -1.07155 -2.72772
N -0.54247 -1.23874 -1.41035
H -1.16675 -1.21850 2.04527
H -2.43118 -2.65138 0.68958
H -0.80462 -3.33253 0.91072
H -2.01927 -4.24177 -1.45458
H -1.66229 -3.94946 -3.90141
H -0.57991 -1.83830 -4.70563
H 0.10812 -0.14608 -3.02489
C -3.51652 6.86399 -0.13562
C -3.55753 6.23675 1.24840
C -3.04240 7.19473 2.30787
C -3.17202 6.57434 3.68728
C -2.47513 5.24310 3.72665
C -1.99154 4.74012 4.90960
C -1.33026 3.51327 4.93494
F -0.87458 3.06016 6.10801
C -1.12750 2.78044 3.80502
C -1.61269 3.26806 2.58238
C -1.39605 2.50491 1.37266
O -0.74408 1.39690 1.46225
C -1.92446 3.02221 0.18792
C -2.59057 4.23167 0.22854
N -2.77003 4.96534 1.31752
C -2.29111 4.49750 2.54168
C -1.90354 2.34918 -1.16425
O -2.50024 2.87176 -2.08162
O -1.29904 1.20207 -1.26774
H -3.98731 7.84416 -0.07837
H -4.06410 6.29204 -0.88219
H -2.48945 7.00220 -0.47732
H -4.59055 5.97052 1.49231
H -3.62313 8.11447 2.24945
H -2.00081 7.45022 2.09308
H -4.23116 6.43911 3.92681
H -2.75630 7.22774 4.45362
H -2.10946 5.29483 5.83168
H -0.59562 1.84292 3.84710
H -2.99705 4.59675 -0.70170
N 6.14109 -1.16923 3.93917
C 4.86220 -1.03830 4.35711
O 4.53458 -1.14351 5.52004
C 3.81532 -0.75219 3.30223
C 4.04843 -0.70573 1.93617
C 2.99305 -0.43503 1.07969
N 1.75021 -0.21911 1.50938
C 1.53289 -0.26338 2.82706
C 2.52140 -0.52292 3.75156
H 6.83971 -1.34656 4.64119
H 6.43621 -1.03909 2.99090
H 5.02431 -0.87873 1.50489
H 3.13977 -0.37225 0.01005
H 0.51678 -0.06124 3.14329
H 2.31454 -0.54987 4.81182
O 1.39859 0.60644 -1.02872


4.
60
Properties=species:S:1:pos:R:3 method="wB97M-V/def2-TZVPD" relative_energy_kj_mol=88.7 charge=+1 homo_ev="-10.39 / -10.31" mol_weight_g_mol=725.95 e_tot_ha=-2637.2230 multiplicity=5
Pd 0.44795 0.01364 -1.00398
C 1.05404 0.77675 3.34650
C 1.28875 0.63649 1.88195
N 0.58142 -0.18694 1.13465
N -0.22835 -1.01058 1.78087
C -0.89866 -1.90236 1.00034
S -0.73445 -2.05656 -0.65438
S -1.90313 -2.85244 2.02128
C -2.73873 -4.04464 0.93413
C -1.93588 -5.30312 0.74617
C -1.90591 -6.25265 1.76561
C -1.16242 -7.41208 1.62412
C -0.44196 -7.63684 0.45880
C -0.48003 -6.70466 -0.56654
C -1.22347 -5.54182 -0.42543
C 2.37974 1.38236 1.25059
C 2.87307 2.52198 1.84686
C 4.01226 3.18737 1.36815
C 4.74084 2.67029 0.29868
C 4.30934 1.52480 -0.31515
C 3.08390 0.87205 0.06908
O 2.69115 -0.08466 -0.63455
H 0.18378 0.21672 3.66493
H 0.90975 1.82861 3.59727
H 1.93296 0.43047 3.89506
H -3.02742 -3.56063 0.00231
H -3.65247 -4.25161 1.49347
H -2.47259 -6.08460 2.67493
H -1.15161 -8.14507 2.42003
H 0.13650 -8.54423 0.34617
H 0.06234 -6.88684 -1.48525
H -1.27457 -4.83367 -1.24158
H 2.38921 2.93851 2.71927
H 4.33366 4.09137 1.86779
H 5.63775 3.16890 -0.04346
H 4.83305 1.08478 -1.15378
I -3.02816 4.88408 3.47324
C -2.61557 3.89778 1.68868
C -1.32527 3.44520 1.43929
C -1.05402 2.76624 0.26490
C -2.05566 2.54934 -0.67777
C -3.33233 3.05095 -0.43782
C -3.62007 3.70666 0.74701
C -1.80424 1.82367 -1.98019
O -2.12595 2.35180 -3.02987
O -1.31963 0.61853 -1.89708
H -0.53657 3.63956 2.15569
H -0.03730 2.46014 0.05716
H -4.10147 2.91704 -1.18711
H -4.62054 4.07249 0.93479
C 1.07539 3.64134 -3.67985
C 1.04247 2.21210 -3.24594
C 0.67187 1.18642 -4.26566
O 1.27475 1.91755 -2.07453
H 1.67216 3.76116 -4.58429
H 1.45034 4.27645 -2.88196
H 0.04896 3.92817 -3.92702
H 1.27774 1.32025 -5.16311
H -0.37594 1.34629 -4.53308
H 0.78924 0.17768 -3.88040


5.
62
Properties=species:S:1:pos:R:3 method="wB97M-V/def2-TZVPD" relative_energy_kj_mol=21.3 charge=+2 homo_ev=-14.43 mol_weight_g_mol=685.66 e_tot_ha=-3437.9598
Mo -1.47684 0.36053 -0.18204
O -2.12925 -2.66576 -2.17039
C -1.43817 -2.36003 -1.26132
O -1.90967 -1.42021 -0.30510
C -0.06212 -2.82881 -0.94513
C 0.31617 -3.98742 -1.61780
C 1.60019 -4.49703 -1.48292
C 2.51565 -3.82869 -0.69157
C 2.14508 -2.66961 -0.01730
C 0.85763 -2.15876 -0.11724
P 0.47841 -0.70354 0.92329
C 0.12264 -1.36293 2.55744
C 0.25060 -0.52858 3.66982
C -0.10230 -0.99935 4.92296
C -0.58857 -2.29281 5.06948
C -0.72231 -3.11943 3.96401
C -0.36670 -2.65845 2.70567
C 1.89100 0.38924 1.05633
C 2.97318 0.07410 1.88403
C 4.03883 0.95126 1.98491
C 4.02094 2.15284 1.28596
C 2.93654 2.48414 0.48745
C 1.87512 1.60012 0.36761
H -0.41178 -4.48067 -2.24800
H 1.88099 -5.40296 -2.00156
H 3.52427 -4.20535 -0.58830
H 2.88541 -2.16619 0.58870
H 0.64299 0.47664 3.56713
H 0.01551 -0.36187 5.78832
H -0.85263 -2.65936 6.05199
H -1.09326 -4.12815 4.08148
H -0.45848 -3.31691 1.85134
H 2.97535 -0.83957 2.46572
H 4.87823 0.70561 2.62067
H 4.85089 2.83979 1.37989
H 2.90531 3.43316 -0.02951
H 1.03227 1.88810 -0.25293
S -3.62873 4.24016 3.83554
C -3.94776 3.25028 2.73558
S -4.28942 2.19975 1.58661
S -2.11458 0.91395 1.75518
O -3.12814 0.95647 -1.64876
C -2.71798 2.14430 -1.58884
C -3.32329 3.41874 -2.08701
C -2.33714 4.47214 -1.56615
C -1.29936 3.70169 -0.75285
O -0.38838 4.12362 -0.10559
N -1.59104 2.32377 -0.90151
H -4.32894 3.51868 -1.67586
H -3.42499 3.38839 -3.17232
H -2.80238 5.21418 -0.91879
H -1.82253 5.01541 -2.35815
C 1.43748 0.33362 -3.84232
S -0.21730 0.68517 -3.30305
C -1.14362 -0.48486 -4.27157
O -0.20795 0.11352 -1.86003
H 1.64677 -0.72412 -3.69079
H 2.10683 0.95624 -3.25162
H 1.51311 0.60561 -4.89512
H -1.12873 -0.12065 -5.30004
H -2.16244 -0.48403 -3.88966
H -0.70066 -1.47512 -4.19601


6.
62
Properties=species:S:1:pos:R:3 method="wB97M-V/def2-TZVPD" relative_energy_kj_mol=56.9 charge=+1 homo_ev="-11.79 / -11.79" mol_weight_g_mol=701.52 e_tot_ha=-2130.3576
Ta -0.11091 0.94976 0.56170
C 2.56120 1.32105 1.02270
C 2.07246 0.55706 2.08687
C 1.18431 1.35688 2.81626
C 1.13240 2.61733 2.20880
C 1.98372 2.59261 1.09931
H 3.24619 0.98248 0.26356
H 2.32641 -0.46993 2.29644
H 0.63353 1.04961 3.68998
H 0.53083 3.45384 2.52738
H 2.16201 3.40559 0.41380
N -2.21784 2.42452 -4.57802
C -0.88574 2.66449 -4.69761
O -0.46286 3.09679 -5.75913
C 0.08094 2.41974 -3.58057
C 1.53179 2.70564 -3.78143
C 2.40263 2.48825 -2.78411
C 1.90301 1.96428 -1.49215
N 0.64321 1.72167 -1.33392
C -0.30224 1.94280 -2.37385
H -2.84724 2.60727 -5.37247
H -2.64661 2.06166 -3.71875
H 1.89438 3.08984 -4.73044
H 3.46004 2.69352 -2.92170
H 2.59646 1.78408 -0.67745
H -1.32913 1.70927 -2.14240
O -0.40453 -2.51523 0.89190
C 0.49754 -2.12845 0.16085
N 0.85090 -0.87149 -0.15605
C 1.90048 -0.93297 -0.99253
O 2.52447 -0.01950 -1.51602
C 2.25707 -2.32184 -1.23900
C 3.24652 -2.89492 -2.01342
C 3.31736 -4.29223 -2.03142
C 2.40700 -5.06800 -1.28297
C 1.41596 -4.45474 -0.50854
C 1.37394 -3.07432 -0.51295
H 3.92975 -2.27052 -2.57621
H 4.08124 -4.78330 -2.62792
H 2.47487 -6.15204 -1.30730
H 0.70205 -5.02089 0.07735
C -3.49115 1.88041 3.20546
S -2.07760 1.49097 2.10031
O -2.88580 1.92169 0.86624
C -2.09669 -0.22653 2.62467
C -2.89135 -1.15977 1.94423
C -2.92002 -2.49343 2.36521
C -2.15449 -2.89589 3.46436
C -1.36217 -1.96470 4.14434
C -1.33293 -0.63045 3.72553
H -4.13789 1.00170 3.40821
H -4.16558 2.62592 2.73350
H -3.10289 2.33395 4.14160
H -3.49139 -0.85389 1.09615
H -3.53710 -3.21302 1.84162
H -2.17755 -3.92773 3.79046
H -0.77296 -2.27547 4.99763
H -0.72302 0.08793 4.25815
O -3.17452 -0.06328 -2.25668
N -2.65374 -0.52954 -1.11830
O -1.66557 0.25862 -0.68574
H -1.30317 2.24281 -0.05551


7.
63
Properties=species:S:1:pos:R:3 method="wB97M-V/def2-TZVPD" relative_energy_kj_mol=476.0 charge=+1 homo_ev="-10.21 / -10.32" mol_weight_g_mol=644.66 e_tot_ha=-2491.0641 multiplicity=2
Tc 0.23719 0.15205 -0.28972
C 3.71601 -3.36004 3.17119
C 3.87054 -1.85658 3.34192
N 2.61160 -1.13451 3.18260
C 2.07012 -0.83876 1.99618
S 0.53825 0.02385 2.05124
N 2.69665 -1.23127 0.91326
N 2.08615 -0.83351 -0.24326
C 2.69320 -1.07968 -1.35766
C 3.99855 -1.79091 -1.46935
C 2.01851 -0.54325 -2.54964
C 2.52195 -0.68046 -3.83175
C 1.83702 -0.11134 -4.89460
C 0.66970 0.59123 -4.65189
C 0.21820 0.69537 -3.35027
N 0.86985 0.13681 -2.32606
H 4.68014 -3.85077 3.30371
H 3.34574 -3.59425 2.17350
H 3.02234 -3.76724 3.90721
H 4.57767 -1.45760 2.61525
H 4.24409 -1.61817 4.33683
H 2.09882 -0.85793 4.00188
H 4.28071 -2.20697 -0.50880
H 4.78190 -1.10372 -1.79676
H 3.93005 -2.59290 -2.20560
H 3.44183 -1.22274 -3.99142
H 2.21709 -0.21320 -5.90195
H 0.10922 1.05515 -5.44971
H -0.67781 1.25196 -3.11169
O 0.66882 2.38310 -0.32942
S -0.72240 2.82620 -0.58356
O -1.01396 3.47588 -1.82401
N -1.41975 1.39086 -0.43095
C -2.65725 0.82318 -0.69546
C -3.81196 0.80855 -0.02321
C -4.73394 -0.33453 -0.06122
C -4.42035 -1.65046 -0.09141
C -3.08327 -2.24886 -0.13024
C -2.69168 -3.36119 0.54269
C -1.29510 -3.65571 0.60080
C -0.34863 -2.75547 0.19158
N -0.69565 -1.55823 -0.37385
C -2.02715 -1.57049 -0.87956
C -1.22785 3.86878 0.72826
C -2.01363 4.97440 0.43190
C -2.44912 5.77736 1.47599
C -2.09341 5.47164 2.78122
C -1.29565 4.36719 3.05887
C -0.85580 3.55307 2.03017
H -4.03187 1.61422 0.66770
H -5.77967 -0.09940 0.09856
H -5.23683 -2.35105 0.04119
H -3.39288 -3.96577 1.10224
H -0.96297 -4.55627 1.09832
H 0.70055 -2.89687 0.41160
H -2.26786 5.19467 -0.59515
H -3.06009 6.64478 1.26746
H -2.43168 6.10415 3.59121
H -1.01122 4.14509 4.07838
H -0.21896 2.70064 2.22778
O -2.16137 -1.52489 -3.56034
C -2.22417 -1.21764 -2.42021
N -2.43849 -0.33754 -1.49200